#one
DFT (ωB97M-V/def2-TZVPD) results for a 2-piece molecular cluster, C10H10BrNO3 overall.

Geometry as XYZ:
```
25
Properties=species:S:1:pos:R:3:lowdin_charge:R:1
O 3.936 0.680 1.437 0.13
C 3.619 0.097 0.430 -0.43
C 4.386 -0.945 -0.351 -0.09
C 3.290 -2.027 -0.338 -0.20
C 2.052 -1.201 -0.680 -0.71
Br 0.453 -1.952 0.187 0.70
N 2.285 0.138 -0.166 0.02
H 4.522 -0.568 -1.359 0.12
H 5.312 -1.284 0.086 0.12
H 3.176 -2.298 0.708 0.10
H 3.475 -2.896 -0.946 0.12
H 1.817 -1.197 -1.733 0.09
H 2.293 0.788 -0.938 0.13
O -1.601 0.812 -1.636 0.09
C -2.417 0.919 -0.746 -0.39
C -2.039 0.731 0.677 0.00
C -2.935 0.858 1.652 0.02
C -4.351 1.191 1.358 -0.39
O -5.169 1.309 2.244 0.11
C -4.730 1.377 -0.066 0.02
C -3.834 1.251 -1.041 0.02
H -1.002 0.487 0.867 0.07
H -2.682 0.726 2.695 0.12
H -5.768 1.618 -0.257 0.12
H -4.087 1.384 -2.085 0.12
```

Computed properties:
LUMO level   -1.3 eV
Charge   0
Kohn-Sham gap   8.7 eV

#two
DFT (ωB97M-V/def2-TZVPD) results for a 2-piece molecular cluster, C10H10BrNO3 overall.

Geometry as XYZ:
```
25
Properties=species:S:1:pos:R:3:lowdin_charge:R:1
O 4.135 -1.001 1.606 0.15
C 3.132 -1.000 0.956 -0.45
C 2.377 -2.117 0.432 0.04
C 1.192 -1.649 0.020 0.02
C 1.250 -0.195 0.113 -0.40
N 0.275 0.506 -0.200 0.09
C 0.234 1.861 -0.262 -0.28
C 1.046 2.792 0.705 -0.08
C 1.422 2.681 -0.641 -0.11
O 2.484 0.157 0.567 0.11
H 2.607 -3.211 0.427 0.14
H 0.302 -2.197 -0.460 0.13
H -0.823 2.179 -0.360 0.14
H 1.630 2.266 1.438 0.10
H 0.368 3.458 1.153 0.09
H 1.437 3.454 -1.366 0.11
H 2.170 1.936 -0.708 0.10
C -4.142 -1.243 -0.242 -0.14
C -2.665 -1.211 -0.228 -0.76
Br -1.822 -0.792 1.416 0.83
C -1.964 -1.424 -1.275 -0.30
O -1.322 -1.487 -2.240 0.18
H -4.303 -1.649 -1.307 0.11
H -4.442 -0.187 -0.122 0.08
H -4.578 -1.929 0.577 0.10
```

Computed properties:
LUMO level   -0.3 eV
Charge   0
Kohn-Sham gap   8.5 eV

#one wins, 2.752 eV ahead of the next structure.

#one
DFT (ωB97M-V/def2-TZVPD) results for an isolated ion of composition C9H11N4 and charge +1.

Geometry as XYZ:
```
24
Properties=species:S:1:pos:R:3:lowdin_charge:R:1
C 0.202 -2.939 -1.403 -0.03
C -0.978 -2.198 -1.501 -0.03
C 1.223 -2.467 -0.606 -0.08
C -1.104 -1.036 -0.788 -0.03
C 1.060 -1.281 0.114 -0.01
C 0.052 1.777 -0.269 -0.07
C -0.818 2.484 -1.005 -0.19
C -0.307 0.688 0.700 -0.27
C 1.493 0.434 2.322 -0.09
N -0.092 -0.636 0.008 -0.06
N 0.436 0.792 1.901 0.21
N 2.491 0.327 3.110 0.22
N -2.172 2.394 -1.023 0.09
H 0.309 -3.866 -1.944 0.12
H -1.788 -2.530 -2.129 0.12
H 2.158 -2.996 -0.517 0.10
H -1.990 -0.422 -0.853 0.13
H 1.107 1.917 -0.423 0.11
H -0.414 3.183 -1.724 0.13
H -1.363 0.732 0.992 0.15
H 3.031 -0.526 3.125 0.15
H 2.815 1.107 3.674 0.16
H -2.690 3.115 -1.494 0.10
H -2.658 1.947 -0.265 0.09
```

Computed properties:
LUMO level   -3.8 eV
Charge   +1
Kohn-Sham gap   7.9 eV

#two
DFT (ωB97M-V/def2-TZVPD) results for an isolated ion of composition C9H11N4 and charge +1.

Geometry as XYZ:
```
24
Properties=species:S:1:pos:R:3:lowdin_charge:R:1
C 0.245 -2.626 0.128 0.19
N 1.408 -2.006 0.076 0.09
C 1.868 -0.674 -0.101 -0.13
C 3.187 -0.492 -0.392 -0.05
C 3.773 0.711 -0.420 -0.02
C 2.973 1.835 0.014 -0.08
N 1.729 1.693 0.231 0.13
C 1.073 0.567 0.023 -0.26
N -0.282 0.544 -0.087 0.11
C -1.101 1.354 0.500 -0.04
C -2.568 1.305 0.159 -0.18
N -3.076 0.279 -0.302 0.00
C -4.506 -0.027 -0.396 -0.07
H 0.123 -3.720 0.176 0.12
H -0.743 -2.071 0.058 0.12
H 2.201 -2.650 0.284 0.18
H 3.952 -1.288 -0.556 0.15
H 4.796 0.814 -0.596 0.10
H 3.314 2.742 0.518 0.13
H -0.660 2.029 1.347 0.16
H -3.186 2.178 0.502 0.13
H -4.925 0.362 -1.251 0.06
H -4.593 -1.129 -0.379 0.09
H -5.003 0.271 0.464 0.06
```

Computed properties:
LUMO level (alpha / beta)   -5.1 / -5.1 eV
Charge   +1
Kohn-Sham gap (alpha / beta)   7.3 / 7.3 eV

#one wins, 0.283 eV ahead of the next structure.

#one
DFT (ωB97M-V/def2-TZVPD) results for one molecule with the formula C5H5N3.

Geometry as XYZ:
```
13
Properties=species:S:1:pos:R:3:lowdin_charge:R:1
C -1.299 1.225 0.286 -0.21
C 0.625 -0.975 0.180 -0.06
C -2.276 -0.779 -0.886 0.08
C 0.893 0.319 0.051 -0.42
C 0.130 -2.084 0.647 -0.02
N -1.961 0.143 -0.238 -0.02
N -0.039 1.379 0.327 0.11
N 2.021 0.938 -0.479 0.03
H -1.929 2.132 0.312 0.13
H -0.354 -2.821 -0.087 0.08
H 0.431 -2.551 1.649 0.09
H 1.867 1.949 -0.200 0.09
H 1.892 1.126 -1.563 0.14
```

Computed properties:
LUMO level   -0.1 eV
Charge   0
Kohn-Sham gap   8.8 eV

#two
DFT (ωB97M-V/def2-TZVPD) results for C5H5N3 as an isolated structure.

Geometry as XYZ:
```
13
Properties=species:S:1:pos:R:3:lowdin_charge:R:1
C -0.425 -0.264 -1.754 -0.09
C -0.616 0.318 0.184 -0.36
C 0.246 0.205 2.198 -0.23
C 1.457 -0.547 0.393 -0.06
C 0.456 -0.179 -0.493 -0.13
H -0.228 0.447 -2.530 0.10
H -0.598 -1.346 -2.072 0.14
H -1.804 1.233 -1.331 0.11
H 0.149 0.562 3.250 0.12
H 2.323 -1.110 -0.093 0.13
N -1.549 0.330 -0.929 0.06
N -0.793 0.562 1.437 0.14
N 1.383 -0.210 1.740 0.07
```

Computed properties:
LUMO level   0.7 eV
Charge   0
Kohn-Sham gap   10.3 eV

#two wins, 2.410 eV ahead of the next structure.

#one
DFT (ωB97M-V/def2-TZVPD) results for C3H3Br9 as an isolated structure.

Geometry as XYZ:
```
15
Properties=species:S:1:pos:R:3:lowdin_charge:R:1
C -0.331 -3.339 0.897 -1.56
Br 0.525 -5.095 1.246 0.52
Br 0.698 -1.808 1.726 0.53
Br -2.198 -3.470 1.592 0.53
H -0.352 -3.287 -0.191 -0.21
C 0.508 3.306 -0.131 -1.45
Br 0.479 1.805 1.147 0.71
Br 1.182 4.902 0.830 0.56
Br -1.327 3.480 -0.920 0.51
H 1.278 3.051 -0.860 -0.11
C -0.039 0.154 -0.881 -1.44
Br 0.331 -1.793 -1.138 0.62
Br -2.002 0.529 -1.191 0.49
Br 1.029 1.138 -2.266 0.62
H 0.219 0.426 0.142 -0.33
```

Computed properties:
LUMO level   -0.9 eV
Charge   0
Kohn-Sham gap   8.7 eV

#two
DFT (ωB97M-V/def2-TZVPD) results for C3H3Br9 as an isolated structure.

Geometry as XYZ:
```
15
Properties=species:S:1:pos:R:3:lowdin_charge:R:1
C 0.813 -5.039 10.153 -1.54
Br 0.548 -6.533 8.997 0.58
Br 2.269 -5.540 11.427 0.53
Br -0.947 -4.705 10.959 0.54
H 1.062 -4.161 9.557 -0.01
C 4.056 -8.123 8.881 -1.53
Br 3.201 -9.844 9.325 0.54
Br 4.502 -7.965 6.979 0.55
Br 5.590 -7.633 10.081 0.51
H 3.317 -7.344 9.065 -0.13
C 8.366 -7.176 12.470 -1.58
Br 8.123 -9.072 13.063 0.50
Br 9.409 -7.173 10.867 0.55
Br 9.309 -6.189 13.877 0.54
H 7.408 -6.711 12.239 -0.06
```

Computed properties:
LUMO level   -0.6 eV
Charge   0
Kohn-Sham gap   9.7 eV

#two wins, 3.805 eV ahead of the next structure.

#one
DFT (ωB97M-V/def2-TZVPD) results for a 6-piece molecular cluster, BrH10O5 overall.

Geometry as XYZ:
```
16
Properties=species:S:1:pos:R:3:lowdin_charge:R:1
Br -0.053 1.061 -0.555 0.01
O 0.462 1.332 2.604 -0.08
H 0.145 1.613 1.769 -0.13
H 1.328 1.072 2.480 -0.03
O 3.553 0.290 0.052 -0.09
H 2.688 0.564 -0.254 -0.06
H 3.776 -0.626 -0.153 0.03
O -1.233 -0.848 -3.117 -0.08
H -1.032 -0.212 -2.436 -0.12
H -2.147 -0.833 -3.046 -0.02
O -3.607 0.204 -0.180 -0.09
H -2.793 0.729 -0.318 -0.04
H -3.218 -0.499 0.296 0.00
O 0.606 -1.677 0.900 -0.13
H 0.240 -0.907 0.495 -0.18
H 1.284 -1.263 1.462 0.01
```

Computed properties:
LUMO level   3.6 eV
Charge   -1
Kohn-Sham gap   9.2 eV

#two
DFT (ωB97M-V/def2-TZVPD) results for a 6-piece molecular cluster, BrH10O5 overall.

Geometry as XYZ:
```
16
Properties=species:S:1:pos:R:3:lowdin_charge:R:1
Br 0.410 0.072 -0.085 0.02
O -1.588 -2.722 -0.313 -0.10
H -2.021 -2.631 0.482 -0.05
H -0.957 -1.964 -0.137 -0.09
O 2.949 -2.045 -1.543 -0.20
H 2.437 -1.121 -1.636 0.02
H 2.414 -2.781 -1.994 0.05
O -0.499 2.735 -1.471 -0.14
H 0.216 3.284 -1.531 -0.05
H -0.278 2.074 -0.730 -0.13
O -3.113 0.196 0.297 -0.17
H -3.281 -0.375 1.064 0.01
H -2.110 0.360 0.026 -0.01
O 2.095 1.810 2.575 -0.02
H 1.914 1.332 1.828 -0.12
H 1.413 1.776 3.167 -0.02
```

Computed properties:
LUMO level   3.6 eV
Charge   -1
Kohn-Sham gap   9.2 eV

#three
DFT (ωB97M-V/def2-TZVPD) results for a 6-piece molecular cluster, BrH10O5 overall.

Geometry as XYZ:
```
16
Properties=species:S:1:pos:R:3:lowdin_charge:R:1
Br -0.120 0.307 -0.090 0.20
O -0.396 -2.468 -1.912 -0.14
H 0.563 -2.416 -2.066 0.01
H -0.442 -1.605 -1.423 -0.11
O -1.408 -0.612 2.597 -0.01
H -1.760 -1.388 2.414 -0.05
H -1.244 -0.290 1.801 -0.22
O 1.658 2.635 1.661 -0.08
H 1.187 3.106 2.241 -0.07
H 0.982 2.040 1.211 -0.07
O -1.457 2.256 -2.510 -0.15
H -1.204 1.689 -1.769 -0.14
H -2.416 2.540 -2.399 0.05
O 2.247 -1.970 0.364 -0.10
H 1.468 -1.392 0.323 -0.11
H 2.342 -2.432 -0.444 -0.02
```

Computed properties:
LUMO level   3.6 eV
Charge   -1
Kohn-Sham gap   9.4 eV

#one wins, 0.735 eV ahead of the next structure.